{
  "formula": "C4H10OS",
  "method": "ωB97M-V with the def2-TZVPD basis set",
  "energy_ha": -631.54018,
  "max_force_ev_per_a": 3.61,
  "species": ["C", "C", "C", "C", "O", "S", "H", "H", "H", "H", "H", "H", "H", "H", "H", "H"],
  "coordinates": [[0.05668, -1.21242, -1.35778], [-1.50450, 1.44507, -0.32316], [1.60495, -1.13930, 0.82857], [-0.51878, 0.68721, 0.52219], [2.52974, 1.61094, -0.37578], [0.88364, -0.04986, -0.40497], [-0.45861, -0.57681, -2.02581], [0.82777, -1.80273, -1.63324], [-2.03041, 0.61997, -0.89241], [-2.25869, 1.99292, 0.30104], [-0.94986, 2.11129, -0.95790], [2.45370, -0.70281, 1.19907], [0.82587, -1.12272, 1.59972], [1.90289, -2.06689, 0.44254], [-0.83269, -0.18179, 1.03092], [-0.03014, 1.50085, 1.06586]],
  "lowdin_charge": [-0.2181, -0.1285, -0.2033, -0.3932, -0.5581, 0.9726, -0.0033, -0.0320, 0.0868, 0.1008, 0.0768, 0.0216, 0.0650, 0.0516, 0.0642, 0.0972]
}

{
  "formula": "C4H10OS",
  "method": "ωB97M-V with the def2-TZVPD basis set",
  "energy_ha": -631.81376,
  "smiles": "OCCCCS",
  "max_force_ev_per_a": 1.27,
  "species": ["O", "C", "C", "C", "C", "S", "H", "H", "H", "H", "H", "H", "H", "H", "H", "H"],
  "coordinates": [[1.20068, 0.46627, 3.33033], [1.22548, 0.79331, 1.97134], [-0.05357, 0.40326, 1.20425], [0.21367, -0.00205, -0.23782], [-1.08112, -0.17802, -1.02300], [-0.78314, -0.72846, -2.74974], [1.12674, -0.49270, 3.43827], [2.08147, 0.35876, 1.43650], [1.36603, 1.87653, 1.87875], [-0.51334, -0.43736, 1.73693], [-0.77028, 1.22024, 1.23110], [0.86957, 0.71354, -0.73799], [0.74876, -0.95055, -0.29004], [-1.67419, 0.72614, -1.02229], [-1.59066, -1.04291, -0.62343], [0.08930, 0.22426, -3.10057]],
  "lowdin_charge": [-0.0617, -0.2892, -0.1948, -0.3083, -0.5665, 0.6788, 0.0922, 0.1132, 0.1217, 0.1163, 0.1114, 0.1069, 0.1075, 0.0683, 0.0612, -0.1570]
}

{
  "formula": "C4H10OS",
  "method": "ωB97M-V with the def2-TZVPD basis set",
  "energy_ha": -631.79186,
  "smiles": "CC=O.CCS",
  "max_force_ev_per_a": 1.78,
  "species": ["C", "C", "O", "H", "H", "H", "H", "C", "C", "S", "H", "H", "H", "H", "H", "H"],
  "coordinates": [[-1.70928, 0.50050, 2.13672], [-1.79636, -0.68822, 1.22974], [-1.02579, -1.61484, 1.28015], [-1.40258, 0.26207, 3.15749], [-0.75812, 0.91379, 1.76674], [-2.60201, 1.09955, 2.06407], [-2.41139, -0.57145, 0.32078], [0.96710, 0.78097, -2.03012], [1.22647, -0.06817, -0.76854], [2.81814, -0.98754, -0.79841], [1.74618, 1.54648, -2.05899], [1.14492, 0.14098, -2.89575], [-0.03851, 1.17820, -1.96752], [0.41531, -0.78709, -0.72163], [1.20959, 0.47897, 0.16425], [2.21633, -2.18420, -0.87897]],
  "lowdin_charge": [-0.0446, -0.3320, 0.0227, 0.0875, 0.0831, 0.0708, 0.1163, -0.1652, -0.6295, 0.6721, 0.0639, 0.0635, 0.0621, 0.0394, 0.0405, -0.1508]
}

{
  "formula": "C4H10OS",
  "method": "ωB97M-V with the def2-TZVPD basis set",
  "energy_ha": -631.74428,
  "smiles": "CC=O.CSC",
  "max_force_ev_per_a": 5.00,
  "species": ["C", "C", "O", "H", "H", "H", "H", "C", "S", "C", "H", "H", "H", "H", "H", "H"],
  "coordinates": [[0.79997, 3.12129, -0.84425], [2.02637, 2.25660, -0.87949], [2.06055, 0.99649, -1.02388], [-0.06088, 2.65037, -1.24430], [0.83087, 4.08947, -1.48054], [0.52368, 3.47764, 0.09966], [2.93742, 2.91064, -0.91734], [0.13100, -1.53276, 1.05612], [-0.35497, -3.19221, 0.71880], [-2.26620, -2.82613, 0.30249], [-0.56487, -0.76475, 0.64007], [1.28071, -1.42317, 0.97861], [0.19978, -1.24375, 2.14268], [-2.68855, -3.87466, 0.30281], [-2.57596, -2.06660, 0.99655], [-2.27893, -2.57847, -0.84800]],
  "lowdin_charge": [-0.0728, -0.2557, -0.0084, 0.0579, 0.1145, 0.0521, 0.1150, -0.5567, 0.6658, -0.3261, 0.0397, 0.0562, 0.0292, 0.0248, 0.0052, 0.0591]
}

{
  "formula": "C4H10OS",
  "method": "ωB97M-V with the def2-TZVPD basis set",
  "energy_ha": -631.73158,
  "smiles": "CSOC(C)C",
  "max_force_ev_per_a": 4.00,
  "species": ["C", "S", "O", "C", "C", "C", "H", "H", "H", "H", "H", "H", "H", "H", "H", "H"],
  "coordinates": [[-1.77446, 2.54698, 0.33820], [-0.27274, 2.04263, -0.52214], [-0.48582, 0.12451, 0.07093], [0.68332, -0.57779, 0.16420], [0.22395, -2.06386, 0.63044], [1.43805, -0.64975, -1.15054], [-2.57707, 2.33930, -0.42929], [-1.80325, 3.66216, 0.47016], [-1.72428, 2.10945, 1.27169], [1.32633, -0.38945, 1.06303], [-0.52548, -2.53597, 0.07026], [0.99852, -2.71735, 0.80696], [-0.15718, -1.82576, 1.63732], [0.74998, -1.05561, -1.86839], [2.22516, -1.29474, -0.94537], [1.67496, 0.28525, -1.60745]],
  "lowdin_charge": [-0.4284, 0.8349, -0.3548, -0.5572, -0.0261, -0.0707, 0.0495, 0.0552, -0.0038, 0.1366, 0.0559, 0.0407, 0.0802, 0.0828, 0.0583, 0.0470]
}

{
  "formula": "C4H10OS",
  "method": "ωB97M-V with the def2-TZVPD basis set",
  "energy_ha": -631.79595,
  "smiles": "CC=O.CCS",
  "max_force_ev_per_a": 1.44,
  "species": ["C", "C", "O", "H", "H", "H", "H", "C", "C", "S", "H", "H", "H", "H", "H", "H"],
  "coordinates": [[-0.17284, -1.44331, -2.14345], [1.12679, -1.63724, -2.88843], [1.42192, -2.43550, -3.73808], [-1.09026, -1.56470, -2.71754], [-0.14682, -0.41529, -1.79193], [-0.13727, -2.16007, -1.32752], [1.93239, -0.98606, -2.51099], [-0.95447, 1.70497, 2.52477], [-0.28927, 1.11493, 1.27132], [0.35422, -0.55438, 1.48189], [-0.18361, 1.90344, 3.26428], [-1.72079, 1.09658, 3.00286], [-1.44777, 2.64355, 2.26172], [-0.87319, 1.23659, 0.36180], [0.55199, 1.78268, 1.08492], [1.62898, -0.28619, 1.86439]],
  "lowdin_charge": [-0.0629, -0.3244, 0.0404, 0.0804, 0.0525, 0.0698, 0.1092, -0.1805, -0.6428, 0.6808, 0.0645, 0.0628, 0.0681, 0.0568, 0.0615, -0.1363]
}

{
  "formula": "C4H10OSi",
  "method": "ωB97M-V with the def2-TZVPD basis set",
  "energy_ha": -523.04393,
  "smiles": "OC1([SiH3])CCC1",
  "max_force_ev_per_a": 4.16,
  "species": ["O", "C", "Si", "C", "C", "C", "H", "H", "H", "H", "H", "H", "H", "H", "H", "H"],
  "coordinates": [[0.59293, -2.02957, -0.07253], [0.30600, -0.58448, 0.12294], [1.84424, 0.46805, 0.05387], [-0.80608, -0.20034, 1.21513], [-1.69393, 0.38445, 0.09040], [-0.71472, -0.14819, -1.03306], [1.28075, -2.37351, 0.41815], [2.84244, 0.49690, -1.13028], [2.70539, -0.12710, 1.09806], [1.27258, 1.69800, 0.32665], [-0.58114, 0.48744, 1.94762], [-1.15289, -1.14796, 1.74177], [-2.80157, 0.09920, -0.04962], [-1.77716, 1.41189, 0.12917], [-1.05430, -1.05998, -1.46676], [-0.25929, 0.54986, -1.73847]],
  "lowdin_charge": [-0.0684, -0.5901, 0.6989, -0.1278, -0.1652, -0.1252, 0.0217, -0.0514, -0.0688, -0.0765, 0.0569, 0.1322, 0.1248, 0.0595, 0.0923, 0.0870]
}

{
  "formula": "C4H10OSi",
  "method": "ωB97M-V with the def2-TZVPD basis set",
  "energy_ha": -523.11680,
  "smiles": "C[C@H]1O[Si]1(C)C",
  "max_force_ev_per_a": 2.54,
  "species": ["C", "C", "O", "Si", "C", "C", "H", "H", "H", "H", "H", "H", "H", "H", "H", "H"],
  "coordinates": [[1.41147, -2.38723, -0.43828], [0.70176, -1.36797, 0.39178], [1.48350, -0.28526, 0.95168], [0.17128, 0.42784, 0.12332], [-1.06389, 1.13472, 1.40224], [0.49421, 1.58910, -1.32251], [2.04835, -1.79588, -1.02504], [1.99152, -3.04858, 0.10409], [0.72720, -2.93175, -1.10085], [0.24365, -1.85964, 1.19221], [-0.43132, 2.01168, 1.86592], [-2.05933, 1.48237, 0.95277], [-1.35594, 0.49282, 2.20577], [0.41184, 2.61714, -0.82550], [1.49737, 1.42671, -1.64528], [-0.25975, 1.58756, -2.12472]],
  "lowdin_charge": [-0.0892, -0.4127, -0.2281, 0.6141, -0.1864, -0.1688, 0.0531, 0.0498, 0.0858, 0.0682, 0.0672, 0.0454, 0.0012, 0.0549, 0.0125, 0.0332]
}

{
  "formula": "C4H10OSi2",
  "method": "ωB97M-V with the def2-TZVPD basis set",
  "energy_ha": -812.43964,
  "max_force_ev_per_a": 3.32,
  "species": ["C", "C", "C", "C", "O", "Si", "Si", "H", "H", "H", "H", "H", "H", "H", "H", "H", "H"],
  "coordinates": [[-2.39899, 1.19980, -0.01019], [-0.20388, -2.03879, -1.17279], [-2.15024, 0.51010, 1.05768], [0.21381, -1.74353, 0.02997], [1.79191, -0.36333, 1.91818], [1.87371, 1.48807, -0.48798], [0.83171, -0.09471, 0.64832], [-3.17923, 1.88980, -0.03862], [-1.98362, 1.12202, -1.01808], [-0.76283, -2.97393, -1.21432], [-0.17888, -1.36912, -1.96618], [-2.46557, 0.39528, 2.05462], [0.09083, -2.55736, 0.76626], [2.04029, -1.32294, 1.77016], [1.05417, 2.69588, -0.57102], [3.21166, 2.09214, 0.04811], [2.21517, 1.07063, -1.81413]],
  "lowdin_charge": [-0.1587, -0.0855, -0.0203, -0.3234, -0.2708, 0.4831, 0.4177, 0.0160, 0.0450, 0.0633, 0.0291, -0.0018, 0.0678, 0.0739, -0.1239, -0.0736, -0.1379]
}

{
  "formula": "C4H10S",
  "method": "ωB97M-V with the def2-TZVPD basis set",
  "energy_ha": -556.57639,
  "smiles": "CCCCS",
  "max_force_ev_per_a": 3.03,
  "species": ["C", "C", "C", "C", "S", "H", "H", "H", "H", "H", "H", "H", "H", "H", "H"],
  "coordinates": [[1.92455, 0.75763, 0.02979], [0.43509, 0.87369, 0.34020], [-0.30290, -0.29954, -0.27086], [-1.76197, -0.66542, 0.45763], [-2.95271, 0.69350, 0.27230], [2.35785, -0.08128, 0.57181], [2.45171, 1.66430, 0.31771], [2.08434, 0.59341, -1.03427], [0.04353, 1.81188, -0.05686], [0.29233, 0.88793, 1.42155], [0.28172, -1.21236, -0.15581], [-0.50513, -0.14028, -1.32760], [-2.16906, -1.56817, 0.01948], [-1.60556, -0.77663, 1.52571], [-3.01765, 0.65375, -1.05488]],
  "lowdin_charge": [-0.1220, -0.3038, -0.2519, -0.5332, 0.6674, 0.0710, 0.0670, 0.0717, 0.0990, 0.1059, 0.0951, 0.0941, 0.0478, 0.0505, -0.1585]
}

{
  "formula": "C4H10S",
  "method": "ωB97M-V with the def2-TZVPD basis set",
  "energy_ha": -556.47571,
  "smiles": "CC[C@H](C)S",
  "max_force_ev_per_a": 5.61,
  "species": ["C", "C", "C", "C", "S", "H", "H", "H", "H", "H", "H", "H", "H", "H", "H"],
  "coordinates": [[1.78969, -0.73527, -1.31551], [1.04473, 0.60079, -0.64856], [0.03447, -0.16543, 0.30748], [-0.67202, -1.12685, -0.58331], [-1.16724, 0.82019, 1.16540], [2.12301, -1.57926, -0.67247], [2.61495, -0.52411, -2.06409], [1.04393, -1.46436, -1.79772], [1.50434, 1.27963, 0.04982], [0.52081, 1.15521, -1.35678], [0.35988, -0.81301, 1.27997], [-1.01743, -0.68949, -1.72720], [-1.58526, -1.63211, 0.00368], [0.14353, -1.91652, -0.77851], [-0.21304, 1.62146, 1.85621]],
  "lowdin_charge": [-0.1165, -0.1694, -0.8640, -0.2496, 0.6918, 0.0708, 0.0735, 0.0444, 0.0768, 0.0691, 0.1388, 0.1645, 0.1061, 0.0496, -0.0860]
}

{
  "formula": "C4H10S",
  "method": "ωB97M-V with the def2-TZVPD basis set",
  "energy_ha": -556.52697,
  "smiles": "CCCSC",
  "max_force_ev_per_a": 4.23,
  "species": ["C", "C", "C", "S", "C", "H", "H", "H", "H", "H", "H", "H", "H", "H", "H"],
  "coordinates": [[-0.46268, -0.38777, 2.12783], [0.04495, -1.29602, 0.97889], [-0.69459, -0.94330, -0.29994], [-0.21780, 1.08349, -0.66990], [1.45054, 0.31580, -1.59118], [-0.54911, -0.92721, 3.05711], [0.04421, 0.56729, 2.22598], [-1.42370, -0.04965, 1.74770], [-0.19720, -2.35608, 1.13274], [1.11716, -1.20193, 0.80987], [-1.77250, -1.10559, -0.23219], [-0.32750, -1.36856, -1.23009], [2.01676, 1.20236, -1.84840], [1.83431, -0.57107, -1.09927], [0.95777, -0.06761, -2.48606]],
  "lowdin_charge": [-0.1327, -0.3371, -0.3503, 0.6243, -0.2922, 0.0622, 0.0519, 0.0505, 0.1064, 0.0821, 0.0688, 0.0407, 0.0091, 0.0133, 0.0032]
}

{
  "formula": "C4H10S2",
  "method": "ωB97M-V with the def2-TZVPD basis set",
  "energy_ha": -954.75252,
  "smiles": "C[C@H](S)[C@@H](C)S",
  "max_force_ev_per_a": 3.11,
  "species": ["C", "C", "S", "C", "C", "S", "H", "H", "H", "H", "H", "H", "H", "H", "H", "H"],
  "coordinates": [[-1.47098, 0.73369, -0.72215], [-0.43295, -0.34204, -0.66238], [-1.11758, -1.70387, 0.44276], [0.89734, 0.11332, -0.11655], [1.06165, 0.58938, 1.32837], [2.39061, -1.02776, -0.50008], [-1.20029, 1.64185, -1.29174], [-2.35092, 0.39558, -1.34587], [-1.77327, 1.12990, 0.29682], [-0.35869, -0.86066, -1.64700], [-2.01422, -2.10562, -0.42544], [1.24108, 0.92873, -0.80633], [1.93353, 1.27924, 1.39685], [1.02412, -0.10877, 2.17620], [0.20880, 1.26241, 1.50320], [1.96178, -1.92538, 0.37334]],
  "lowdin_charge": [-0.1769, -0.7173, 0.7197, -0.7158, -0.1554, 0.6901, 0.0790, 0.0906, 0.0905, 0.1042, -0.1637, 0.0966, 0.0869, 0.0779, 0.0667, -0.1731]
}

{
  "formula": "C4H10S2",
  "method": "ωB97M-V with the def2-TZVPD basis set",
  "energy_ha": -954.73234,
  "smiles": "C=CC.CSS",
  "max_force_ev_per_a": 1.89,
  "species": ["C", "C", "C", "H", "H", "H", "H", "H", "H", "C", "S", "S", "H", "H", "H", "H"],
  "coordinates": [[0.19565, 0.61109, 1.51725], [-0.97477, 0.18324, 1.96469], [-1.46225, -1.26883, 1.96405], [0.37049, 1.67534, 1.40825], [1.07390, -0.01291, 1.37615], [-1.75621, 0.91766, 2.04429], [-0.76666, -1.85411, 2.55140], [-2.44234, -1.31682, 2.42335], [-1.57126, -1.48276, 0.90858], [1.28760, 1.24027, -1.96522], [-0.15303, 0.33280, -2.63779], [0.53199, -1.58776, -2.32901], [1.30990, 1.19171, -0.88695], [1.15542, 2.26183, -2.32719], [2.16301, 0.84338, -2.44922], [1.03856, -1.73413, -3.56262]],
  "lowdin_charge": [-0.0477, -0.2296, -0.0921, 0.0503, 0.0613, 0.0821, 0.0701, 0.0597, 0.0676, -0.4745, 0.3381, 0.2816, -0.0073, 0.0284, 0.0153, -0.2034]
}

{
  "formula": "C4H10SSi2",
  "method": "ωB97M-V with the def2-TZVPD basis set",
  "energy_ha": -1135.20227,
  "spin_multiplicity": 3,
  "max_force_ev_per_a": 4.73,
  "species": ["C", "C", "C", "C", "Si", "Si", "S", "H", "H", "H", "H", "H", "H", "H", "H", "H", "H"],
  "coordinates": [[-2.33963, -0.25375, 0.35544], [3.30526, -0.80154, 0.85667], [-1.64375, -1.06196, -0.41192], [1.07200, -0.46863, 0.24679], [-4.02615, 0.48620, 0.02586], [3.97857, 0.59976, -0.18074], [0.07312, -1.54460, -0.44899], [-1.96566, -0.02415, 1.33709], [3.26563, -1.84870, 0.32472], [-2.12880, -1.31906, -1.29357], [0.84335, 0.59544, 0.48887], [-4.34042, 1.41618, 1.30177], [-4.97125, -0.48413, -0.01981], [-4.04801, 1.29227, -1.07397], [3.55857, 1.88989, 0.14293], [3.83532, 0.85203, -1.69182], [5.53185, 0.67477, 0.04068]],
  "lowdin_spin": [0.0745, 1.1034, 0.0175, 0.3513, 0.0139, 0.1505, 0.1787, 0.0033, 0.0519, -0.0041, 0.0125, 0.0001, 0.0015, 0.0019, -0.0020, 0.0386, 0.0061]
}